Here is a 2-piece molecular cluster, C4H5FN2 overall from the Open Molecules 2025 dataset. Energies are from wB97M-V/def2-TZVPD.

```
! wB97M-V def2-TZVPD RIJCOSX def2/J DEFGRID3
* xyz 0 1
C -0.46759 -0.82810 -2.26247
C -0.17469 -0.05039 2.22205
C 0.73232 0.88547 -0.95978
C 0.68740 -0.22077 -1.69366
N -1.45752 -1.27447 -2.64214
N -1.21561 0.02857 1.55692
F 1.88161 -0.80483 -2.00091
H 0.79481 -0.14208 1.65388
H -0.05804 -0.22812 3.25407
H -0.25639 1.41320 -0.82877
H 1.57269 1.19474 -0.48172
H -2.03899 0.02677 2.18254
*
```

lowest unoccupied orbital energy	0.0145	Eh
energy	-364.7049	Ha
frontier orbital gap	0.39494	Eh
energy above the lowest of the compared OMol25 structures with the same formula, charge and spin	61.79	kcal/mol

Here is a 8-piece molecular cluster, C42H83BBrN3O15 overall from the Open Molecules 2025 dataset. Energies are from wB97M-V/def2-TZVPD.

```
! wB97M-V def2-TZVPD RIJCOSX def2/J DEFGRID3
* xyz 0 1
C 1.54902 2.66952 2.36658
C 0.48849 3.59574 2.93677
O -0.76805 3.38925 2.32108
C -1.63478 2.55864 3.05759
C -2.74587 2.05605 2.15988
O -2.17573 1.57508 0.96576
C -3.08848 0.80320 0.19646
C -2.30796 0.18086 -0.93029
C -2.58319 0.76750 -2.16490
B -3.67632 1.92064 -2.32288
O -3.23509 3.22262 -2.24173
N -5.09072 1.69525 -2.50989
C -5.44033 0.26745 -2.56474
C -5.58818 2.37694 -3.73002
C -1.84333 0.41199 -3.27397
Br -2.26276 1.26886 -4.90250
C -0.80584 -0.48788 -3.14191
C -0.56583 -1.09984 -1.90626
C -1.31723 -0.81537 -0.76082
C -0.96442 -1.47565 0.58429
C -0.53137 -2.96338 0.47267
C -2.01318 -1.45263 1.70796
C -3.26174 -2.29251 1.35348
C 0.63303 -2.00654 -2.03814
O 0.68357 -3.19157 -1.82409
C 1.82943 -1.36640 -2.68553
C 3.16119 -1.48937 -2.00851
C 3.97403 -0.17862 -1.96414
C 4.19193 0.35512 -0.52625
C 3.87911 1.84787 -0.39071
N 4.97951 2.73258 -0.81995
C 5.03531 2.88694 -2.27595
C 4.76130 3.99340 -0.19866
C 5.05762 4.04786 1.28277
O 4.38058 4.97446 -0.79659
C 1.55885 -0.79741 -3.86275
O 2.53107 -0.25116 -4.66668
N 2.92851 -1.24643 -5.73260
O 3.92916 -1.73366 -5.47229
C 0.13307 -0.77209 -4.29010
O -0.25160 -0.97581 -5.41417
H 1.51249 2.68532 1.27911
H 2.53164 3.02218 2.68914
H 1.44481 1.64479 2.72329
H 0.42661 3.49380 4.02445
H 0.77623 4.62869 2.73242
H -2.06279 3.10540 3.90726
H -1.08622 1.69833 3.46139
H -3.23468 1.23246 2.69275
H -3.45984 2.86484 1.96480
H -3.86000 1.48323 -0.18301
H -3.61313 0.07757 0.81072
H -2.36658 3.26262 -1.82997
H -5.03331 -0.22872 -3.45207
H -6.52591 0.16744 -2.62252
H -5.10375 -0.24076 -1.66434
H -6.58324 2.78666 -3.55488
H -5.62429 1.67686 -4.56603
H -4.93435 3.19966 -4.01141
H -0.08508 -0.94532 0.96441
H -0.98541 -3.46539 -0.37554
H -0.79674 -3.49231 1.38357
H 0.54669 -3.04755 0.36340
H -1.57127 -1.93863 2.57470
H -2.28505 -0.47035 2.05691
H -3.29798 -2.48947 0.27783
H -3.23563 -3.26850 1.83209
H -4.19404 -1.78596 1.59749
H 2.95926 -1.79630 -0.98009
H 3.73344 -2.31532 -2.43300
H 4.95128 -0.33598 -2.41254
H 3.44919 0.59039 -2.52539
H 5.24922 0.25336 -0.31024
H 3.60673 -0.21299 0.19603
H 2.94960 2.10220 -0.91938
H 3.68667 2.05671 0.66348
H 5.72518 3.68447 -2.53314
H 4.05352 3.08928 -2.71193
H 5.41281 1.96676 -2.71806
H 5.59626 4.97545 1.46231
H 4.11144 4.13237 1.81820
H 5.62580 3.19299 1.63331
C 0.95330 -1.80125 -8.65544
C 0.14992 -1.09928 -9.73216
O -1.13936 -1.68214 -9.90658
H 1.07312 -2.85716 -8.90374
H 1.94189 -1.35077 -8.55244
H 0.45322 -1.73854 -7.68852
H 0.64612 -1.17288 -10.69902
H 0.03921 -0.03670 -9.48832
H -1.60322 -1.61662 -9.06614
C -4.85668 -2.48428 5.82104
C -3.34655 -2.58452 5.74641
O -2.79457 -1.69373 4.77647
H -5.29635 -2.69278 4.84301
H -5.25706 -3.18278 6.55040
H -5.15829 -1.47315 6.10948
H -3.04064 -3.58501 5.44307
H -2.90676 -2.37810 6.72756
H -3.04671 -0.79852 5.02807
C -1.09772 4.91720 -4.97080
C -1.41868 6.39686 -5.04772
O -2.82346 6.63732 -5.04240
H -1.55813 4.38700 -5.80495
H -0.02087 4.74225 -4.99658
H -1.49519 4.48472 -4.04949
H -1.04380 6.82768 -5.97495
H -0.94997 6.93086 -4.21378
H -3.18109 6.27376 -4.22624
C 6.77890 -3.53761 0.22034
C 7.03644 -2.64284 -0.97522
O 6.70557 -1.28187 -0.70506
H 5.73262 -3.49173 0.52631
H 7.03006 -4.57463 -0.00681
H 7.38652 -3.21137 1.06531
H 6.41922 -2.94530 -1.82135
H 8.08645 -2.70842 -1.27538
H 7.26566 -0.99316 0.02443
C 11.44361 -4.12149 1.14849
C 11.23964 -2.62063 1.22639
O 9.85740 -2.26904 1.27366
H 10.93956 -4.52770 0.27112
H 12.50383 -4.36959 1.08910
H 11.02657 -4.61479 2.02967
H 11.64108 -2.13157 0.34053
H 11.75377 -2.21079 2.10167
H 9.48118 -2.67568 2.06032
C -7.53268 -4.01942 9.97406
C -6.02156 -4.07492 9.85394
O -5.52535 -3.16219 8.87632
H -7.99783 -4.23617 9.01214
H -7.89395 -4.74070 10.70795
H -7.85931 -3.02415 10.28449
H -5.69823 -5.06276 9.52959
H -5.55539 -3.86780 10.82282
H -5.78339 -2.27465 9.14376
C -6.70146 0.91312 2.69850
C -6.50166 0.97094 4.20143
O -5.20970 1.46913 4.54714
H -5.93604 0.28483 2.23969
H -7.68215 0.50749 2.44780
H -6.62176 1.90972 2.25725
H -6.56326 -0.02628 4.63457
H -7.27354 1.59213 4.66719
H -5.13484 2.35872 4.18775
*
```

lowest unoccupied orbital energy	-0.0215	Eh
energy	-5541.6802	Ha
frontier orbital gap	0.31125	Eh

Here is a 2-piece molecular cluster, C9H20NO4S overall from the Open Molecules 2025 dataset. Energies are from wB97M-V/def2-TZVPD.

```
! wB97M-V def2-TZVPD RIJCOSX def2/J DEFGRID3
* xyz 1 1
C -2.22788 0.13678 -2.06523
C -2.73310 -1.17842 -1.47095
N -1.85361 -1.84531 -0.49241
C -1.39991 -3.19148 -0.76601
C 0.11232 -3.37206 -0.96479
S 0.63997 -2.55811 -2.50122
C -0.92578 -1.02035 0.22767
C -1.24728 -0.75421 1.67131
O 0.08543 -0.60709 -0.30641
H -1.18462 0.11510 -2.37328
H -2.82477 0.39098 -2.93974
H -2.36683 0.95064 -1.35557
H -2.96426 -1.87524 -2.27760
H -3.69199 -0.97168 -0.99363
H -1.91704 -3.57971 -1.64393
H -1.66216 -3.87758 0.04518
H 0.71944 -3.00277 -0.14664
H 0.33062 -4.43133 -1.09092
H -0.31809 -1.61302 -2.56866
H 1.67222 -1.81289 -2.06824
H -0.31739 -0.71798 2.23504
H -1.79860 0.17685 1.77629
H -1.84814 -1.57437 2.05735
C 0.48131 2.49016 0.19107
O 1.23496 3.49965 0.85577
C 2.30245 3.02685 1.50142
O 2.62729 1.86872 1.55334
O 2.92945 4.04460 2.06956
C 4.10465 3.68645 2.80546
H -0.35667 2.99386 -0.28508
H 1.08616 1.99302 -0.56390
H 0.11585 1.76131 0.90755
H 4.83987 3.22438 2.15040
H 3.85433 3.01111 3.62062
H 4.50181 4.61314 3.20617
*
```

lowest unoccupied orbital energy	-0.1282	Eh
energy	-1108.5253	Ha
frontier orbital gap	0.34243	Eh
energy above the lowest of the compared OMol25 structures with the same formula, charge and spin	0.00	kcal/mol

Here is a 2-piece molecular cluster, C4H6BrNS overall from the Open Molecules 2025 dataset. Energies are from wB97M-V/def2-TZVPD.

```
! wB97M-V def2-TZVPD RIJCOSX def2/J DEFGRID3
* xyz 0 1
C 0.08563 1.25073 -1.10369
C 0.34683 1.92411 0.24984
C -1.67644 0.40095 -0.06944
C -0.80829 -1.91395 0.38505
N -0.96551 0.53551 -1.22627
S -1.02622 1.41967 1.20643
Br -3.47629 -0.05685 0.01473
H 0.86734 1.10071 -1.82816
H 1.26931 1.46878 0.64882
H 0.30356 3.13862 0.26679
H -1.37493 -2.46137 1.13519
H 0.25670 -1.76098 0.48473
H -1.20313 -1.79499 -0.61715
*
```

lowest unoccupied orbital energy (alpha / beta)	0.0061 / -0.0118	Eh
energy	-3182.8210	Ha
frontier orbital gap (alpha / beta)	0.27245 / 0.29002	Eh
energy above the lowest of the compared OMol25 structures with the same formula, charge and spin	93.65	kcal/mol

Here is C57H48BF4IrNO2P2S2Se as an isolated structure from the Open Molecules 2025 dataset. Energies are from wB97M-V/def2-TZVPD.

```
! wB97M-V def2-TZVPD RIJCOSX def2/J DEFGRID3
* xyz 1 5
Ir 0.23728 0.67217 -0.19541
O -1.21252 0.50277 2.77169
S -1.10352 -0.55473 1.77689
C -0.23702 -1.85583 2.71239
C -0.70602 -3.14153 2.83479
C -0.17422 -4.05493 3.76399
C 0.80748 -3.62663 4.61539
C 1.52778 -4.30103 5.74439
C 2.50658 -3.23173 6.28989
C 2.32748 -2.04273 5.39189
C 2.95698 -0.82633 5.32789
C 2.59648 0.06087 4.30189
C 1.58958 -0.19553 3.38329
P 1.47258 0.94987 1.95409
C 1.06258 2.59347 2.57439
C 1.21908 3.66417 1.69199
C 0.95428 4.95017 2.11739
C 0.49688 5.16647 3.40749
C 0.27848 4.09667 4.26149
C 0.55168 2.80627 3.85039
C 3.26038 0.99187 1.53169
C 3.84498 -0.25023 1.26069
C 5.13358 -0.33443 0.76069
C 5.86278 0.82147 0.52999
C 5.30888 2.05117 0.84499
C 4.01488 2.14067 1.33669
C 0.86718 -1.41383 3.48159
C 1.30848 -2.31983 4.46449
C -2.70342 -1.39393 1.67759
C -3.46952 -1.40403 2.81859
C -4.61352 -2.20583 2.94409
C -4.94762 -3.01593 1.89149
C -6.03542 -4.03393 1.73139
C -5.89812 -4.54523 0.27799
C -4.70562 -3.82773 -0.27421
C -4.09412 -3.87033 -1.49821
C -3.01912 -3.00313 -1.73101
C -2.48022 -2.15763 -0.77461
P -1.29502 -0.89683 -1.40291
C -0.32782 -1.68443 -2.73281
C -0.02762 -3.04203 -2.77471
C 0.82098 -3.53113 -3.75441
C 1.39708 -2.67493 -4.67771
C 1.14818 -1.31253 -4.61051
C 0.30328 -0.81953 -3.63531
C -2.54862 0.09847 -2.27481
C -2.71222 0.11487 -3.65621
C -3.70892 0.89477 -4.21951
C -4.53912 1.66037 -3.41561
C -4.38202 1.63677 -2.03671
C -3.39732 0.85297 -1.46641
C -3.06352 -2.13063 0.52359
C -4.19282 -2.95763 0.70369
H -1.52922 -3.47143 2.21909
H -0.57272 -5.05623 3.81049
H 2.05308 -5.18803 5.38489
H 0.82568 -4.63463 6.50939
H 3.53818 -3.58493 6.27679
H 2.26728 -2.96633 7.32179
H 3.74308 -0.55023 6.01469
H 3.14718 0.98907 4.21639
H 1.50838 3.48537 0.66319
H 1.05358 5.77577 1.42969
H 0.26808 6.16827 3.73479
H -0.13482 4.26557 5.24319
H 0.34418 1.96447 4.49369
H 3.29238 -1.15673 1.48529
H 5.55598 -1.30463 0.54159
H 6.85918 0.76247 0.11879
H 5.88168 2.95157 0.68779
H 3.60228 3.10887 1.57749
H -3.15292 -0.78113 3.64249
H -5.18132 -2.19473 3.86069
H -7.01762 -3.59793 1.91449
H -5.90402 -4.83833 2.45799
H -6.78882 -4.31413 -0.30921
H -5.74872 -5.62473 0.23999
H -4.43232 -4.52163 -2.28891
H -2.59992 -2.98833 -2.72531
H -0.45202 -3.72263 -2.05131
H 1.04278 -4.58773 -3.78811
H 2.05268 -3.06343 -5.44081
H 1.61628 -0.63593 -5.31091
H 0.13598 0.24487 -3.55161
H -2.06902 -0.47783 -4.29041
H -3.82922 0.90867 -5.29371
H -5.30802 2.27347 -3.86501
H -5.00242 2.25297 -1.40631
H -3.27572 0.83987 -0.39171
F -1.32832 2.40127 0.34849
B -1.85002 3.75237 0.47159
F -1.99932 4.07207 1.77499
F -3.01952 3.79237 -0.23311
F -0.90032 4.56237 -0.14581
O 0.73278 2.08017 -1.97371
S 0.41538 3.55727 -2.15461
C 1.16598 3.90907 -3.81531
C 0.02728 4.16757 -4.78841
C -1.13072 3.29477 -4.32301
C -1.26832 3.57777 -2.84251
H 1.75538 3.03127 -4.07261
H 1.82778 4.76377 -3.70511
H 0.32268 3.93877 -5.81301
H -0.27052 5.21657 -4.74771
H -0.90842 2.23887 -4.49521
H -2.05182 3.53247 -4.85331
H -1.86522 2.86367 -2.28341
H -1.65342 4.57767 -2.66051
Se 2.29828 -0.89633 -1.20831
C 3.57048 -0.07443 -2.36601
C 3.90428 1.27067 -2.26781
C 4.90008 1.75207 -3.10261
N 5.52698 1.00217 -3.99041
C 5.19008 -0.26943 -4.10331
C 4.22318 -0.86573 -3.31211
H 3.40448 1.91367 -1.56161
H 5.22088 2.78467 -3.05911
H 5.73128 -0.83513 -4.85001
H 3.97828 -1.91153 -3.41701
*
```

lowest unoccupied orbital energy (alpha / beta)	-0.0879 / -0.1626	Eh
energy	-6815.2486	Ha
frontier orbital gap (alpha / beta)	0.26154 / 0.22235	Eh
energy above the lowest of the compared OMol25 structures with the same formula, charge and spin	20.35	kcal/mol
⟨S²⟩	6.022

Copy entry 1 word for word.
Here is a 2-piece molecular cluster, C4H5FN2 overall from the Open Molecules 2025 dataset. Energies are from wB97M-V/def2-TZVPD.

```
! wB97M-V def2-TZVPD RIJCOSX def2/J DEFGRID3
* xyz 0 1
C -0.46759 -0.82810 -2.26247
C -0.17469 -0.05039 2.22205
C 0.73232 0.88547 -0.95978
C 0.68740 -0.22077 -1.69366
N -1.45752 -1.27447 -2.64214
N -1.21561 0.02857 1.55692
F 1.88161 -0.80483 -2.00091
H 0.79481 -0.14208 1.65388
H -0.05804 -0.22812 3.25407
H -0.25639 1.41320 -0.82877
H 1.57269 1.19474 -0.48172
H -2.03899 0.02677 2.18254
*
```

lowest unoccupied orbital energy	0.0145	Eh
energy	-364.7049	Ha
frontier orbital gap	0.39494	Eh
energy above the lowest of the compared OMol25 structures with the same formula, charge and spin	61.79	kcal/mol

What did the third record say?
Here is a 2-piece molecular cluster, C9H20NO4S overall from the Open Molecules 2025 dataset. Energies are from wB97M-V/def2-TZVPD.

```
! wB97M-V def2-TZVPD RIJCOSX def2/J DEFGRID3
* xyz 1 1
C -2.22788 0.13678 -2.06523
C -2.73310 -1.17842 -1.47095
N -1.85361 -1.84531 -0.49241
C -1.39991 -3.19148 -0.76601
C 0.11232 -3.37206 -0.96479
S 0.63997 -2.55811 -2.50122
C -0.92578 -1.02035 0.22767
C -1.24728 -0.75421 1.67131
O 0.08543 -0.60709 -0.30641
H -1.18462 0.11510 -2.37328
H -2.82477 0.39098 -2.93974
H -2.36683 0.95064 -1.35557
H -2.96426 -1.87524 -2.27760
H -3.69199 -0.97168 -0.99363
H -1.91704 -3.57971 -1.64393
H -1.66216 -3.87758 0.04518
H 0.71944 -3.00277 -0.14664
H 0.33062 -4.43133 -1.09092
H -0.31809 -1.61302 -2.56866
H 1.67222 -1.81289 -2.06824
H -0.31739 -0.71798 2.23504
H -1.79860 0.17685 1.77629
H -1.84814 -1.57437 2.05735
C 0.48131 2.49016 0.19107
O 1.23496 3.49965 0.85577
C 2.30245 3.02685 1.50142
O 2.62729 1.86872 1.55334
O 2.92945 4.04460 2.06956
C 4.10465 3.68645 2.80546
H -0.35667 2.99386 -0.28508
H 1.08616 1.99302 -0.56390
H 0.11585 1.76131 0.90755
H 4.83987 3.22438 2.15040
H 3.85433 3.01111 3.62062
H 4.50181 4.61314 3.20617
*
```

lowest unoccupied orbital energy	-0.1282	Eh
energy	-1108.5253	Ha
frontier orbital gap	0.34243	Eh
energy above the lowest of the compared OMol25 structures with the same formula, charge and spin	0.00	kcal/mol

The lowest energy belongs to which entry? C57H48BF4IrNO2P2S2Se

Number 5 is which compound? C57H48BF4IrNO2P2S2Se